# 1
The following is a quantum chemistry calculation of a cluster of 2 separate species, C4H7BrN4 in total in a non-equilibrium geometry, from the Open Molecules 2025 dataset.

Geometry as ORCA input:
```
! RIJCOSX wB97M-V def2-TZVPD def2/J DEFGRID3
* xyz 0 1
C -0.127 1.286 -0.982
C -1.077 2.245 -0.521
C -0.294 0.230 -0.123
C -0.062 -2.162 0.439
N -1.683 1.873 0.622
N -1.243 0.630 0.884
N 2.258 -0.653 -0.043
N 0.256 -0.950 -0.258
Br 2.545 1.081 0.162
H 0.589 1.271 -1.804
H -0.995 3.289 -0.784
H -1.089 -2.229 0.457
H 0.290 -3.133 -0.092
H 0.187 -2.144 1.512
H -1.700 0.113 1.609
H 2.144 -0.747 -1.079
*
```

Values from the calculation:
maximum force	0.06548	hartree/bohr
highest occupied orbital energy (alpha / beta)	-8.200 / -8.193	eV
E	-80259.4077	eV

From a Löwdin analysis of the wavefunction, the atomic charges in e read:
1 C -0.12
2 C -0.16
3 C -0.46
4 C -0.12
5 N 0.02
6 N 0.05
7 N -0.47
8 N -0.05
9 Br 0.74
10 H 0.09
11 H 0.10
12 H 0.04
13 H 0.12
14 H 0.09
15 H 0.14
16 H 0.00

# 2
The following is a quantum chemistry calculation of an isolated molecule of C4H7BrNOP in a non-equilibrium geometry, from the Open Molecules 2025 dataset.

Geometry as ORCA input:
```
! RIJCOSX wB97M-V def2-TZVPD def2/J DEFGRID3
* xyz 0 1
Br -3.190 -0.845 -0.711
P -2.929 0.813 0.665
O -1.606 1.463 0.042
C -0.439 0.775 -0.222
N 0.136 0.710 -1.387
C 1.300 -0.186 -1.261
C 1.484 -0.461 0.198
C 0.208 0.033 0.857
H -2.093 0.001 1.603
H 2.233 0.082 -1.850
H 0.991 -1.084 -1.814
H 2.264 0.206 0.588
H 1.778 -1.495 0.360
H 0.321 0.782 1.823
H -0.457 -0.794 1.111
*
```

Values from the calculation:
maximum force	0.06061	hartree/bohr
highest occupied orbital energy	-9.693	eV
structure (SMILES)	BrPOC1=NCCC1
E	-87129.9634	eV

From a Löwdin analysis of the wavefunction, the atomic charges in e read:
1 Br 0.27
2 P 0.49
3 O -0.45
4 C -0.50
5 N 0.13
6 C -0.23
7 C -0.18
8 C -0.17
9 H -0.07
10 H 0.13
11 H 0.11
12 H 0.11
13 H 0.11
14 H 0.18
15 H 0.08

# 3
The following is a quantum chemistry calculation of a cluster of 2 separate species, C4H7BrO in total in a non-equilibrium geometry, from the Open Molecules 2025 dataset.

Geometry as ORCA input:
```
! RIJCOSX wB97M-V def2-TZVPD def2/J DEFGRID3
* xyz 0 1
C -1.244 -1.986 0.489
C -0.885 -0.587 -0.048
C 1.052 1.670 -0.543
C 1.268 0.464 0.235
O -0.842 -1.668 -0.822
Br -2.266 0.710 -0.150
H -0.661 -2.564 1.199
H -2.371 -2.247 0.478
H 1.846 2.409 -0.355
H 0.059 2.195 -0.212
H 0.885 1.502 -1.587
H 1.283 0.593 1.295
H 1.876 -0.492 0.021
*
```

Values from the calculation:
maximum force	0.08593	hartree/bohr
highest occupied orbital energy (alpha / beta)	-8.430 / -8.431	eV
E	-76346.6091	eV

From a Löwdin analysis of the wavefunction, the atomic charges in e read:
1 C -0.17
2 C -0.74
3 C -0.22
4 C -0.04
5 O -0.11
6 Br 0.71
7 H 0.09
8 H 0.12
9 H 0.08
10 H 0.06
11 H 0.06
12 H 0.04
13 H 0.10

# 4
The following is a quantum chemistry calculation of an isolated molecule of C4H7BrO2 in a non-equilibrium geometry, from the Open Molecules 2025 dataset.

Geometry as ORCA input:
```
! RIJCOSX wB97M-V def2-TZVPD def2/J DEFGRID3
* xyz 0 1
C -0.924 -0.442 -0.092
C 0.508 -0.463 -0.465
O 0.761 -0.445 -1.866
C 1.112 -1.990 0.284
O 0.257 -2.748 0.518
C 1.276 0.608 0.251
Br 3.170 0.558 -0.054
H -1.356 0.557 -0.359
H -0.913 -0.519 1.099
H -1.604 -1.238 -0.590
H 0.407 -1.269 -2.215
H 2.147 -2.014 0.448
H 0.980 0.667 1.299
H 0.825 1.475 -0.314
*
```

Values from the calculation:
maximum force	0.11585	hartree/bohr
highest occupied orbital energy	-8.918	eV
structure (SMILES)	C[C@](O)(C=O)CBr
E	-78397.1501	eV

From a Löwdin analysis of the wavefunction, the atomic charges in e read:
1 C -0.07
2 C -0.64
3 O -0.03
4 C -0.15
5 O 0.07
6 C -0.59
7 Br 0.70
8 H 0.10
9 H 0.14
10 H 0.12
11 H 0.10
12 H 0.06
13 H 0.08
14 H 0.10

# 5
The following is a quantum chemistry calculation of a structure of composition C4H7CeLiO2 in a non-equilibrium geometry, from the Open Molecules 2025 dataset.

Geometry as ORCA input:
```
! RIJCOSX wB97M-V def2-TZVPD def2/J DEFGRID3
* xyz 2 3
H -4.061 -0.404 -2.098
C -3.935 1.425 1.974
C -4.398 0.518 3.077
C -3.034 0.617 3.638
C -1.843 0.143 2.872
O -2.340 -0.304 1.675
O -4.189 1.175 0.734
Li -5.179 1.152 -0.857
Ce -2.966 -0.475 -0.389
H -3.893 2.498 2.215
H -5.171 0.969 3.710
H -4.685 -0.465 2.679
H -2.848 1.294 4.473
H -1.425 -0.739 3.403
H -1.133 0.967 2.650
*
```

Values from the calculation:
maximum force	0.08202	hartree/bohr
highest occupied orbital energy (alpha / beta)	-16.170 / -17.708	eV
<S²>	2.0099
E	-21470.3114	eV

From a Löwdin analysis of the wavefunction, the atomic charges in e read:
1 H -0.20
2 C -0.19
3 C -0.07
4 C 0.10
5 C -0.24
6 O -0.47
7 O -0.36
8 Li 0.72
9 Ce 1.73
10 H 0.18
11 H 0.16
12 H 0.15
13 H 0.16
14 H 0.17
15 H 0.17

# 6
The following is a quantum chemistry calculation of an isolated molecule of C4H7Cl in a non-equilibrium geometry, from the Open Molecules 2025 dataset.

Geometry as ORCA input:
```
! RIJCOSX wB97M-V def2-TZVPD def2/J DEFGRID3
* xyz 0 1
Cl -1.024 -0.775 0.862
C -0.579 -0.672 -0.729
C 0.464 0.445 -1.022
C 0.636 1.418 0.221
C 1.723 0.406 -0.238
H -1.503 -0.339 -1.201
H -0.416 -1.431 -1.370
H 0.483 0.781 -2.042
H 0.693 2.526 -0.133
H 0.003 1.537 1.119
H 2.069 -0.399 0.349
H 2.624 0.918 -0.770
*
```

Values from the calculation:
maximum force	0.10927	hartree/bohr
highest occupied orbital energy	-9.960	eV
structure (SMILES)	ClCC1CC1
E	-16781.5398	eV

From a Löwdin analysis of the wavefunction, the atomic charges in e read:
1 Cl 0.71
2 C -0.67
3 C -0.32
4 C -0.17
5 C -0.16
6 H 0.07
7 H 0.04
8 H 0.12
9 H 0.11
10 H 0.06
11 H 0.08
12 H 0.13

# 7
The following is a quantum chemistry calculation of a structure of composition C4H7Cl in a non-equilibrium geometry, from the Open Molecules 2025 dataset.

Geometry as ORCA input:
```
! RIJCOSX wB97M-V def2-TZVPD def2/J DEFGRID3
* xyz 0 1
C -1.319 -0.581 -0.172
C -0.470 0.707 -0.580
C 0.536 1.035 0.151
C 1.313 -0.139 0.474
H -0.519 -1.643 -0.499
H -2.023 -1.008 -1.037
H -1.961 -0.463 0.985
H -1.255 1.444 -0.876
H 0.679 2.008 0.324
H 1.513 -0.241 1.570
H 0.568 -1.054 0.010
Cl 2.938 -0.064 -0.350
*
```

Values from the calculation:
maximum force	0.14437	hartree/bohr
highest occupied orbital energy	-9.857	eV
E	-16778.9739	eV

From a Löwdin analysis of the wavefunction, the atomic charges in e read:
1 C -0.14
2 C -0.19
3 C -0.26
4 C -0.61
5 H 0.14
6 H 0.07
7 H 0.17
8 H 0.10
9 H 0.07
10 H 0.08
11 H 0.07
12 Cl 0.49

# 8
The following is a quantum chemistry calculation of a cluster of 2 separate species, C4H7Cl2P in total in a non-equilibrium geometry, from the Open Molecules 2025 dataset.

Geometry as ORCA input:
```
! RIJCOSX wB97M-V def2-TZVPD def2/J DEFGRID3
* xyz 0 1
C 1.207 -1.614 0.386
C 0.710 -0.824 -0.524
C 0.398 1.627 -0.320
C -0.170 0.224 -0.080
P -1.933 0.052 -0.660
Cl -2.513 -1.607 0.138
Cl -2.856 1.382 0.419
H 1.846 -2.549 0.175
H 0.857 -1.489 1.466
H 0.830 -0.982 -1.531
H 0.308 1.679 -1.485
H 1.448 1.691 -0.053
H 0.081 2.446 0.287
H -0.212 -0.036 1.782
*
```

Values from the calculation:
maximum force	0.08967	hartree/bohr
highest occupied orbital energy	-8.764	eV
E	-38592.0443	eV

From a Löwdin analysis of the wavefunction, the atomic charges in e read:
1 C -0.03
2 C -0.32
3 C -0.16
4 C -0.64
5 P 0.00
6 Cl 0.25
7 Cl 0.24
8 H 0.09
9 H 0.04
10 H 0.09
11 H 0.12
12 H 0.07
13 H 0.05
14 H 0.21

# 9
The following is a quantum chemistry calculation of an isolated molecule of C4H7Cl3S in a non-equilibrium geometry, from the Open Molecules 2025 dataset.

Geometry as ORCA input:
```
! RIJCOSX wB97M-V def2-TZVPD def2/J DEFGRID3
* xyz 0 1
S -1.063 -1.790 0.265
C -0.059 -0.252 0.100
C 1.366 -0.693 0.420
Cl 2.613 0.585 0.233
C -0.589 0.767 1.084
Cl 0.223 2.356 0.915
C -0.122 0.194 -1.436
Cl -1.683 1.061 -1.875
H -2.311 -1.310 -0.088
H 1.386 -1.059 1.444
H 1.746 -1.497 -0.210
H -1.617 1.011 0.876
H -0.496 0.366 2.112
H -0.019 -0.694 -2.151
H 0.626 0.956 -1.690
*
```

Values from the calculation:
maximum force	0.04453	hartree/bohr
highest occupied orbital energy	-9.884	eV
structure (SMILES)	SC(CCl)(CCl)CCl
E	-52664.0981	eV

From a Löwdin analysis of the wavefunction, the atomic charges in e read:
1 S 0.78
2 C -0.95
3 C -0.60
4 Cl 0.56
5 C -0.62
6 Cl 0.55
7 C -0.56
8 Cl 0.52
9 H -0.10
10 H 0.08
11 H 0.07
12 H 0.04
13 H 0.09
14 H 0.10
15 H 0.04